[1]
# C5H10O2

C5H10O2 as an isolated structure (ωB97M-V/def2-TZVPD, OMol25).

XYZ file:
```
17
Properties=species:S:1:pos:R:3:lowdin_charge:R:1
C -0.9265 -1.8599 -0.4194 -0.10
O -1.5428 -0.6571 -0.0255 -0.12
C -0.7510 0.3099 0.5786 -0.38
C 0.3132 -0.0456 1.5499 0.09
O 0.6484 1.6967 1.1971 -0.10
C 0.1056 1.4124 -0.0864 -0.38
C 1.0957 0.9698 -1.1648 -0.04
H 0.1575 -1.7453 -0.5452 0.09
H -1.1156 -2.6577 0.3129 0.09
H -1.3718 -2.1531 -1.3731 0.09
H -1.4434 0.9359 1.1519 0.16
H 1.3556 -0.1683 1.3401 0.09
H 0.0037 -0.7959 2.3243 0.13
H -0.5464 2.2000 -0.4864 0.14
H 0.5408 0.4592 -1.9643 0.08
H 1.6247 1.8149 -1.6202 0.08
H 1.8524 0.2840 -0.7696 0.07
```

* LUMO level: 0.4 eV
* orbital gap: 10.1 eV

[2]
# C16H19N7OReS

C16H19N7OReS as an isolated structure (ωB97M-V/def2-TZVPD, OMol25).

XYZ file:
```
45
Properties=species:S:1:pos:R:3:mulliken_spin:R:1
Re -0.3326 0.4677 -0.4237 1.22
C 2.4616 1.3909 -0.9820 -0.14
C 1.3922 1.7815 -0.0726 -0.06
C 1.4819 0.9394 1.0718 0.02
C 2.6254 0.1052 0.8579 -0.14
C 3.2107 0.3948 -0.3765 -0.01
H 2.6093 1.8025 -1.9700 0.00
H 1.0446 2.8061 -0.0412 -0.01
H 0.9968 1.0877 2.0226 -0.01
H 2.9891 -0.6229 1.5720 0.00
H 4.0662 -0.1027 -0.8066 0.00
N -1.8958 -0.1699 -4.3837 0.01
C -1.5827 0.3653 -3.2016 0.01
S -1.9299 -0.6189 -1.7561 0.09
N -1.0631 1.5573 -3.1397 0.00
N -0.9042 1.8711 -1.7944 -0.06
C -1.2755 3.0292 -1.3901 0.05
C -1.4501 3.1408 0.0535 0.04
C -1.8766 4.2857 0.6957 0.01
C -2.1424 4.2240 2.0571 0.03
C -1.9816 3.0220 2.7283 -0.01
C -1.5381 1.9171 2.0267 0.05
N -1.2714 1.9605 0.7134 -0.06
H -2.3626 -1.0563 -4.4495 0.00
H -1.7735 0.3819 -5.2185 0.00
H -1.5919 3.7932 -2.0901 0.00
H -2.0072 5.2040 0.1398 0.00
H -2.4800 5.1058 2.5853 0.00
H -2.1933 2.9345 3.7842 0.00
H -1.3869 0.9601 2.5060 0.00
C 1.0644 -5.1260 1.0571 0.00
N 0.8509 -3.7741 0.5478 0.00
C 1.4167 -3.2509 -0.6951 0.00
C 0.8567 -1.8646 -0.6563 0.02
O 0.9505 -0.9232 -1.4658 -0.02
N 0.1219 -1.6564 0.4388 -0.02
C 0.1254 -2.8271 1.1346 0.00
N -0.5183 -2.9786 2.2796 0.00
H 1.4322 -5.7451 0.2437 0.00
H 0.1203 -5.5540 1.3933 0.00
H 1.7940 -5.1304 1.8664 0.00
H 1.0618 -3.7988 -1.5699 0.00
H 2.5085 -3.2466 -0.6900 0.00
H -1.0986 -2.2301 2.6172 0.00
H -0.5249 -3.8515 2.7805 0.00
```

* ⟨S²⟩: 1.033
* LUMO level (spin up / spin down): -7.8 / -7.9 eV
* total charge: +2
* spin multiplicity: 2
* orbital gap (spin up / spin down): 6.3 / 6.4 eV

[3]
# C36H94N2O24S8

A 10-piece molecular cluster, C36H94N2O24S8 overall (ωB97M-V/def2-TZVPD, OMol25).

XYZ file:
```
164
Properties=species:S:1:pos:R:3:lowdin_charge:R:1
C -3.6979 1.7291 8.1625 -0.07
C -3.2541 0.8279 7.0849 -0.26
O -1.9835 1.2456 6.4426 -0.28
S -1.6304 0.9499 4.8448 0.67
C -2.3622 2.4167 4.0149 -0.09
O -0.1814 1.1160 4.5789 -0.31
O -2.3579 -0.2225 4.3628 -0.32
H -4.5274 1.3048 8.7281 0.09
H -4.0849 2.6302 7.6868 0.08
H -2.7908 1.9596 8.7213 0.09
H -3.0314 -0.1584 7.4919 0.12
H -3.9824 0.7827 6.2752 0.11
H -1.7161 3.2870 4.1297 0.06
H -3.3598 2.5088 4.4443 0.06
H -2.2919 2.1235 2.9674 0.04
C 2.7402 -2.0393 -1.7015 -0.06
C 1.7764 -2.3364 -0.6156 -0.30
O 1.5214 -1.1618 0.1432 -0.27
S 0.4325 -0.0132 -0.4302 0.66
C -0.4480 0.3556 1.1363 -0.08
O 1.2549 1.1092 -0.8212 -0.29
O -0.5086 -0.6297 -1.3371 -0.30
H 3.4523 -2.8312 -1.9338 0.09
H 3.2841 -1.1076 -1.5461 0.09
H 2.1514 -1.8419 -2.5973 0.06
H 0.9168 -2.8714 -1.0192 0.12
H 2.1682 -2.9820 0.1703 0.10
H -0.6899 -0.5496 1.6934 0.07
H -1.3491 0.9284 0.9171 0.06
H 0.3640 0.9041 1.6136 0.06
C 0.5069 5.9129 3.4978 -0.10
C 1.4642 6.2459 2.4374 -0.25
O 0.8185 5.9203 1.1794 -0.29
S 0.4275 4.3394 0.8649 0.67
C 0.4166 4.5163 -0.9881 -0.07
O 1.5942 3.4721 1.1977 -0.32
O -0.9024 4.0482 1.2935 -0.29
H -0.3385 6.5984 3.4381 0.09
H 1.0233 6.0101 4.4528 0.09
H 0.0629 4.9194 3.5606 0.06
H 1.5976 7.3275 2.4162 0.13
H 2.3418 5.6034 2.3660 0.10
H -0.3697 5.1947 -1.3192 0.07
H 0.3218 3.4769 -1.3021 0.05
H 1.3674 5.0155 -1.1751 0.05
C -6.8154 -3.2023 -1.3912 -0.07
C -5.6500 -3.9196 -1.9551 -0.28
O -4.5173 -3.7033 -1.1146 -0.32
S -3.2443 -4.7960 -1.1166 0.69
C -2.2741 -3.8100 0.2147 -0.06
O -3.6138 -6.0339 -0.5043 -0.29
O -2.5547 -4.7015 -2.4214 -0.31
H -6.4676 -2.1988 -1.1460 0.06
H -7.2016 -3.7464 -0.5293 0.08
H -7.7433 -3.1167 -1.9567 0.09
H -5.7944 -4.9979 -1.8878 0.12
H -5.4007 -3.5293 -2.9418 0.12
H -2.9297 -3.8390 1.0850 0.04
H -2.0915 -2.8018 -0.1571 0.05
H -1.3391 -4.3358 0.4080 0.05
C 3.0058 3.2036 -3.3562 -0.06
C 4.3639 2.7850 -2.6391 -0.24
O 4.1430 3.1590 -1.2927 -0.29
S 4.6248 4.6970 -0.8834 0.72
C 6.4917 4.4620 -0.8030 -0.06
O 4.3098 5.6262 -1.9870 -0.31
O 3.9729 4.8495 0.4408 -0.31
H 2.7078 4.2435 -3.2221 0.06
H 2.1800 2.4994 -3.2550 0.06
H 3.2594 3.2386 -4.4157 0.06
H 4.4636 1.7206 -2.8515 0.12
H 5.2671 3.2168 -3.0702 0.10
H 6.9919 5.3904 -1.0787 0.07
H 6.7066 3.7778 -1.6238 0.05
H 6.7946 4.0931 0.1770 0.06
C 7.2450 3.1093 4.4783 -0.08
C 5.9719 3.1493 3.6391 -0.25
O 6.1159 2.6201 2.2798 -0.29
S 5.6235 1.0809 2.0091 0.68
C 3.8236 1.4473 1.6848 -0.07
O 6.2789 0.5394 0.7981 -0.32
O 5.7785 0.2941 3.2537 -0.32
H 7.1023 3.4873 5.4906 0.08
H 8.1704 3.6088 4.1916 0.07
H 7.5101 2.0528 4.5195 0.07
H 5.2415 2.6558 4.2801 0.12
H 5.7724 4.2062 3.4621 0.12
H 3.5787 1.9421 2.6247 0.06
H 3.3017 0.5076 1.5038 0.07
H 3.9054 2.1908 0.8920 0.03
C -1.9722 2.0975 -4.5999 -0.04
C -2.0260 0.5434 -4.1127 -0.23
O -3.2430 -0.1955 -4.3071 -0.28
S -4.6081 0.0490 -3.3052 0.73
C -3.8005 -0.5449 -1.7636 -0.11
O -4.8697 1.4773 -3.1361 -0.31
O -5.7053 -0.8753 -3.7105 -0.31
H -2.3535 2.0959 -5.6210 0.06
H -0.9302 2.3656 -4.7742 0.06
H -2.5809 2.7506 -3.9746 0.06
H -1.2289 0.0208 -4.6414 0.10
H -1.7712 0.5906 -3.0539 0.07
H -4.4821 -0.9249 -1.0026 0.03
H -3.1740 0.2541 -1.3671 0.06
H -3.2768 -1.4539 -2.0598 0.06
C -7.7442 1.5531 -0.9304 -0.04
C -7.3160 1.0110 0.4907 -0.25
O -5.8965 0.8330 0.5723 -0.28
S -5.0943 0.1851 1.8942 0.66
C -5.6221 -1.5549 1.7243 -0.09
O -3.6733 0.2256 1.5856 -0.30
O -5.5994 0.7649 3.1152 -0.28
H -8.6266 2.1863 -1.0226 0.07
H -7.8990 0.7407 -1.6403 0.07
H -6.9993 2.2594 -1.2969 0.07
H -7.6538 1.6373 1.3164 0.11
H -7.8915 0.1384 0.7996 0.10
H -6.6425 -1.5863 1.3423 0.05
H -5.5264 -1.9427 2.7385 0.07
H -4.9641 -2.0337 0.9991 0.04
C 5.8308 1.1035 -6.7070 -0.08
C 4.5837 0.2535 -7.1028 -0.24
N 4.2977 -0.7545 -6.0877 -0.19
C 2.9401 -1.2280 -5.7873 -0.22
C 2.1317 -0.0509 -5.1575 -0.08
C 5.3172 -1.8122 -6.0265 -0.24
C 5.6333 -2.6864 -7.2935 -0.07
H 6.7602 0.6033 -6.4348 0.06
H 5.5446 1.8071 -5.9253 0.06
H 5.9854 1.7605 -7.5629 0.07
H 3.8391 1.0275 -7.2889 0.10
H 4.7245 -0.1337 -8.1120 0.10
H 2.4446 -1.4814 -6.7245 0.10
H 2.8340 -2.0606 -5.0918 0.10
H 2.2287 0.8593 -5.7492 0.06
H 1.0517 -0.1873 -5.2141 0.05
H 2.5355 0.0967 -4.1559 0.06
H 5.2076 -2.4341 -5.1381 0.11
H 6.1858 -1.2580 -5.6707 0.09
H 6.0536 -3.6194 -6.9181 0.06
H 6.3200 -2.2785 -8.0353 0.06
H 4.7042 -2.9379 -7.8050 0.06
C -1.2616 -7.4722 3.7187 -0.06
C -1.7845 -6.4005 2.6306 -0.23
N -1.3356 -5.0129 2.9031 -0.18
C 0.1523 -5.0693 2.8205 -0.24
C 0.7293 -3.6737 2.5066 -0.07
C -1.9227 -4.4001 4.1452 -0.26
C -3.3937 -4.1672 4.2546 -0.08
H -0.2109 -7.7364 3.5987 0.06
H -1.7964 -8.4203 3.6634 0.06
H -1.5463 -7.0198 4.6686 0.05
H -1.4910 -6.7048 1.6259 0.10
H -2.8729 -6.4199 2.5746 0.10
H 0.5440 -5.3365 3.8019 0.11
H 0.4873 -5.8257 2.1107 0.11
H 1.5055 -3.8457 1.7610 0.05
H 0.1059 -2.9832 1.9385 0.06
H 1.1167 -3.2662 3.4404 0.08
H -1.4063 -3.4500 4.2824 0.11
H -1.6113 -4.8958 5.0646 0.10
H -3.7403 -3.5862 3.4000 0.05
H -3.4723 -3.6472 5.2093 0.08
H -3.9900 -5.0796 4.2512 0.07
```

* LUMO level: 0.3 eV
* SMILES: CCOS(C)(=O)=O.CCOS(C)(=O)=O.CCOS(C)(=O)=O.CCOS(C)(=O)=O.CCOS(C)(=O)=O.CCOS(C)(=O)=O.CCOS(C)(=O)=O.CCOS(C)(=O)=O.CCN(CC)CC.CCN(CC)CC
* orbital gap: 8.4 eV

[4]
# C6H14N2O2

A 2-piece molecular cluster, C6H14N2O2 overall (ωB97M-V/def2-TZVPD, OMol25).

XYZ file:
```
24
Properties=species:S:1:pos:R:3:lowdin_charge:R:1
C 1.1030 0.5472 2.3596 -0.07
N -0.0520 1.1854 1.7544 0.00
C -1.1652 0.4955 1.3939 -0.56
C -2.4158 1.2428 1.0565 0.00
O -1.1226 -0.7115 1.2297 0.03
H 1.3561 1.0328 3.2974 0.08
H 0.8595 -0.5060 2.4521 0.08
H 1.9728 0.5970 1.7028 0.07
H -0.1446 2.1811 1.8679 0.13
H -2.4044 1.5336 0.0010 0.09
H -3.2535 0.5494 1.0519 0.08
H -2.6670 2.0883 1.7039 0.08
C 1.5640 0.7754 -1.4103 -0.06
N 1.0653 -0.5872 -1.2314 0.02
C 0.3031 -1.1541 -2.1866 -0.56
C -0.2361 -2.5413 -1.8592 0.01
O 0.0609 -0.5919 -3.2419 0.03
H 1.2821 1.3648 -0.5438 0.05
H 2.6452 0.7590 -1.5241 0.08
H 1.0124 1.2775 -2.1948 0.08
H 1.2230 -0.9733 -0.3181 0.11
H 0.3227 -3.2504 -2.4640 0.08
H -0.0164 -2.7540 -0.8145 0.07
H -1.2926 -2.5602 -2.0825 0.08
```

* LUMO level: 0.7 eV
* SMILES: CNC(C)=O.CNC(C)=O
* orbital gap: 10.0 eV